DFT (ωB97M-V/def2-TZVPD) results for a structure of composition C18H14F5IN2V.

Computed properties:
⟨S²⟩ = 3.7663
Molar mass = 531.2 g mol⁻¹
Gap between HOMO and LUMO (spin up / spin down) = 6.409 / 6.911 eV
Multiplicity = 4
Highest occupied orbital energy (spin up / spin down) = -7.52 / -8.20 eV

Atoms and positions in Å:
C: 2.107 -1.052 1.891
C: 0.301 -0.765 3.048
H: 2.340 -2.134 1.918
H: 2.457 -0.583 2.814
H: 2.670 -0.611 1.060
H: -0.783 -0.791 3.216
H: 0.765 -1.472 3.724
H: 0.634 0.272 3.250
C: 1.696 -1.776 -1.638
C: 1.813 -2.172 -2.967
C: 0.677 -2.101 -3.782
C: -0.528 -1.616 -3.268
H: 2.512 -1.869 -0.915
H: 2.780 -2.531 -3.336
H: 0.725 -2.431 -4.822
H: -1.454 -1.576 -3.845
N: 0.545 -1.255 -1.159
C: -0.578 -1.167 -1.936
C: -1.803 -0.694 -1.259
N: -1.680 -0.432 0.081
C: -2.747 -0.127 0.846
C: -4.165 -0.214 -1.083
C: -4.016 0.027 0.292
H: -2.542 -0.010 1.911
H: -4.849 0.326 0.935
C: -3.069 -0.592 -1.860
H: -3.139 -0.824 -2.929
H: -5.149 -0.114 -1.548
V: 0.200 -0.845 0.852
I: -0.266 -3.258 1.477
F: -1.120 2.069 2.012
C: 0.103 2.310 1.458
C: 0.795 1.319 0.773
C: 1.922 1.761 0.093
F: 2.605 0.938 -0.754
C: 2.412 3.075 0.172
F: 3.532 3.422 -0.492
C: 1.725 4.024 0.923
F: 2.165 5.303 0.996
C: 0.557 3.633 1.568
F: -0.152 4.531 2.282


DFT (ωB97M-V/def2-TZVPD) results for a cluster of 2 separate species, C18H14N3O6PS in total.

Computed properties:
ΔE to the lowest compared entry with this formula, charge and spin = 55.2 kcal per mole
Molar mass = 431.4 g mol⁻¹
Gap between HOMO and LUMO = 7.146 eV
Multiplicity = 1
SMILES = O=NOc1ccc2c(c1)Nc1cc(P(O)O)ccc1S2.O=[N+]([O-])c1ccccc1
Highest occupied orbital energy = -8.06 eV

Atoms and positions in Å:
O: 1.895 -3.454 2.116
N: 2.498 -2.771 1.383
O: 3.253 -1.801 2.098
C: 2.493 -0.600 1.929
C: 2.831 0.365 0.887
C: 1.956 1.544 0.779
C: 0.823 1.719 1.678
C: 0.474 0.754 2.748
C: 1.357 -0.420 2.850
N: -0.668 0.953 3.599
C: -1.875 1.251 2.879
C: -3.149 0.549 3.124
C: -4.388 0.879 2.383
P: -5.994 -0.043 2.751
O: -5.465 -1.611 3.182
O: -6.654 -0.278 1.193
C: -4.382 1.935 1.359
C: -3.129 2.651 1.115
C: -1.920 2.313 1.844
S: -0.316 3.149 1.549
H: 3.687 0.225 0.164
H: 2.111 2.321 -0.002
H: 1.173 -1.197 3.628
H: -0.814 0.169 4.234
H: -3.241 -0.274 3.872
H: -4.667 -1.745 2.624
H: -5.948 -0.748 0.700
H: -5.264 2.227 0.749
H: -3.078 3.444 0.337
O: 3.055 1.854 -2.641
N: 3.324 0.676 -2.494
O: 3.960 0.227 -1.551
C: 2.859 -0.267 -3.514
C: 2.166 0.210 -4.618
C: 1.747 -0.683 -5.594
C: 2.020 -2.039 -5.459
C: 2.706 -2.508 -4.345
C: 3.130 -1.621 -3.366
H: 1.949 1.264 -4.732
H: 1.211 -0.322 -6.463
H: 1.696 -2.734 -6.226
H: 2.913 -3.566 -4.242
H: 3.666 -1.995 -2.504


DFT (ωB97M-V/def2-TZVPD) results for a structure of composition C18H14N7O2S2V.

Computed properties:
⟨S²⟩ = 0.7703
Molar mass = 475.4 g mol⁻¹
Gap between HOMO and LUMO (spin up / spin down) = 6.655 / 5.757 eV
Net charge = +1
Multiplicity = 2
Highest occupied orbital energy (spin up / spin down) = -9.56 / -8.73 eV

Atoms and positions in Å:
V: 0.073 -0.014 0.312
O: -3.037 -0.047 2.888
C: -2.152 -0.265 2.109
N: -1.223 0.650 1.571
C: -1.072 1.970 2.041
O: -1.778 2.569 2.803
C: 0.179 2.595 1.456
C: 0.594 3.841 1.869
C: 1.760 4.370 1.339
C: 2.462 3.620 0.408
C: 1.989 2.375 0.045
N: 0.864 1.842 0.559
C: -1.880 -1.656 1.577
C: -2.595 -2.735 2.048
C: -2.304 -3.998 1.559
C: -1.304 -4.122 0.607
C: -0.625 -2.996 0.185
N: -0.884 -1.762 0.661
H: -0.012 4.368 2.594
H: 2.115 5.346 1.644
H: 3.375 3.992 -0.037
H: 2.514 1.773 -0.684
H: -3.367 -2.555 2.784
H: -2.844 -4.867 1.910
H: -1.045 -5.085 0.189
H: 0.154 -3.067 -0.564
N: 3.329 -1.624 0.516
C: 2.799 -1.383 -0.700
N: 1.630 -0.813 -0.896
C: 1.350 -0.702 -2.268
C: 2.308 -1.180 -3.077
S: 3.625 -1.803 -2.151
C: 0.054 -0.098 -2.611
C: -0.480 0.124 -3.823
S: -2.034 0.841 -3.662
C: -1.875 0.797 -1.942
N: -0.738 0.288 -1.525
N: -2.852 1.243 -1.127
H: 2.821 -1.403 1.354
H: 4.222 -2.071 0.613
H: 2.325 -1.210 -4.155
H: -0.063 -0.089 -4.793
H: -3.674 1.682 -1.499
H: -2.702 1.259 -0.129


DFT (ωB97M-V/def2-TZVPD) results for a structure of composition C18H15AsKN3S4.

Computed properties:
ΔE to the lowest compared entry with this formula, charge and spin = 10.9 kcal per mole
Molar mass = 515.6 g mol⁻¹
Gap between HOMO and LUMO = 2.778 eV
Net charge = -2
Multiplicity = 1
Highest occupied orbital energy = 0.57 eV

Atoms and positions in Å:
K: 0.192 0.165 0.514
C: -1.645 -0.578 -4.815
C: -1.490 -0.366 -3.431
N: -0.333 -0.422 -2.819
C: 0.770 -0.697 -3.550
C: 0.722 -0.921 -4.932
C: -0.531 -0.855 -5.559
C: 1.938 -1.206 -5.659
C: 3.121 -1.258 -5.025
C: 3.214 -1.033 -3.602
C: 4.433 -1.077 -2.903
C: 4.449 -0.852 -1.554
C: 3.230 -0.584 -0.897
N: 2.083 -0.543 -1.540
C: 2.058 -0.758 -2.866
H: -2.627 -0.519 -5.266
H: -2.350 -0.142 -2.808
H: -0.600 -1.024 -6.628
H: 1.874 -1.376 -6.728
H: 4.031 -1.471 -5.575
H: 5.348 -1.288 -3.446
H: 5.368 -0.875 -0.985
H: 3.187 -0.394 0.179
S: 0.419 -0.837 5.457
As: 0.492 0.755 3.992
S: 2.170 0.314 2.586
S: -1.416 0.780 2.862
S: 0.835 2.718 4.840
C: -6.916 0.788 -0.313
C: -5.421 0.625 -0.282
C: -4.826 -0.616 -0.114
C: -3.441 -0.707 -0.066
N: -2.634 0.341 -0.191
C: -3.206 1.537 -0.324
C: -4.577 1.724 -0.384
H: -7.420 -0.176 -0.232
H: -7.241 1.266 -1.240
H: -7.253 1.415 0.514
H: -5.430 -1.507 0.010
H: -2.958 -1.662 0.111
H: -2.532 2.386 -0.347
H: -4.981 2.725 -0.478


DFT (ωB97M-V/def2-TZVPD) results for a structure of composition C18H15AuCl2NO2.

Computed properties:
ΔE to the lowest compared entry with this formula, charge and spin = 20.7 kcal per mole
⟨S²⟩ = 2.0116
Molar mass = 545.2 g mol⁻¹
Gap between HOMO and LUMO (spin up / spin down) = 8.276 / 5.121 eV
Net charge = +1
Multiplicity = 3
Highest occupied orbital energy (spin up / spin down) = -12.02 / -11.96 eV

Atoms and positions in Å:
Au: -0.997 -0.969 0.177
C: 0.847 -3.635 3.056
C: 2.103 -3.057 3.170
C: 2.426 -1.913 2.453
C: 1.488 -1.334 1.604
C: 0.232 -1.936 1.520
C: -0.111 -3.076 2.213
C: 1.732 -0.100 0.822
C: 2.940 0.620 0.870
C: 3.060 1.768 0.144
C: 1.983 2.241 -0.635
C: 2.049 3.443 -1.382
C: 0.968 3.863 -2.097
C: -0.222 3.101 -2.098
C: -0.314 1.934 -1.396
C: 0.795 1.485 -0.653
N: 0.727 0.327 0.072
H: 0.609 -4.527 3.620
H: 2.842 -3.501 3.822
H: 3.411 -1.482 2.566
H: -1.088 -3.529 2.117
H: 3.756 0.265 1.479
H: 3.982 2.335 0.168
H: 2.964 4.019 -1.367
H: 1.013 4.782 -2.666
H: -1.074 3.447 -2.667
H: -1.225 1.350 -1.412
C: -2.185 -2.216 -3.730
C: -1.419 -1.580 -2.627
O: -0.375 -0.984 -2.676
O: -2.014 -1.724 -1.407
H: -1.926 -1.720 -4.663
H: -3.257 -2.175 -3.556
H: -1.889 -3.264 -3.790
Cl: -3.357 0.254 1.352
C: -4.516 1.545 1.844
Cl: -3.826 3.142 1.671
H: -4.750 1.353 2.884
H: -5.379 1.445 1.198


DFT (ωB97M-V/def2-TZVPD) results for a structure of composition C18H15BCl2N9Pt.

Computed properties:
⟨S²⟩ = 1.0118
Molar mass = 634.2 g mol⁻¹
Gap between HOMO and LUMO (spin up / spin down) = 6.671 / 7.413 eV
Multiplicity = 2
Highest occupied orbital energy (spin up / spin down) = -7.82 / -8.02 eV

Atoms and positions in Å:
Pt: 0.287 -0.148 -0.245
C: 0.863 3.530 -2.492
C: 1.293 2.462 -1.703
N: 0.249 1.800 -1.228
N: -0.867 2.410 -1.692
C: -0.512 3.456 -2.464
B: -2.226 1.737 -1.375
N: -2.190 0.342 -2.059
C: -2.832 -0.124 -3.147
C: -2.332 -1.372 -3.448
C: -1.344 -1.596 -2.487
N: -1.271 -0.558 -1.665
N: -2.349 1.540 0.150
C: -3.202 2.122 1.015
C: -2.884 1.692 2.285
C: -1.793 0.836 2.104
N: -1.489 0.759 0.817
N: -3.438 2.512 -1.856
C: -4.720 2.063 -1.859
C: -5.539 3.126 -2.137
C: -4.655 4.212 -2.277
N: -3.402 3.841 -2.095
H: 1.465 4.260 -3.001
H: 2.289 2.135 -1.455
H: -1.270 4.084 -2.893
H: -3.594 0.462 -3.630
H: -2.635 -2.021 -4.249
H: -0.681 -2.433 -2.349
H: -3.965 2.797 0.667
H: -3.368 1.960 3.207
H: -1.215 0.283 2.825
H: -4.952 1.032 -1.645
H: -6.611 3.121 -2.226
H: -4.880 5.242 -2.502
Cl: 3.402 -1.239 3.017
C: 3.995 -1.321 1.397
C: 5.324 -1.623 1.198
C: 5.820 -1.694 -0.098
C: 4.984 -1.458 -1.177
C: 3.654 -1.144 -0.971
Cl: 2.684 -0.880 -2.385
C: 3.087 -1.061 0.329
N: 1.796 -0.816 0.595
H: 5.962 -1.804 2.051
H: 6.860 -1.935 -0.267
H: 5.358 -1.517 -2.189